Density functional theory data (ωB97M-V/def2-TZVPD) for a cluster of 2 separate species, C2H4NO2 in total.

Positions of all 9 atoms, in Å:
C (1.011366, -0.728859, -0.184758)
C (-0.435380, -0.684435, -0.045988)
N (1.862245, -4.264234, 0.228229)
O (1.141915, -3.467223, 0.019942)
O (1.782495, -1.633854, -0.107909)
H (1.202756, 0.201215, -0.674498)
H (-0.478441, -0.608057, 1.062011)
H (-1.053674, -1.545713, -0.170806)
H (-0.991386, 0.176144, -0.441022)

Forces on atoms 1 to 2 (eV/Å):
C -2.4 1.3 -2.9
C -1.6 -0.3 2.5

Calculated values
- E_tot: -283.40084 Eh
- HOMO (alpha / beta): -15.3754 / -15.3796 eV
- Energy relative to the best compared isomer or geometry (same formula, charge and spin): 4.227 eV
- Charge: +1